A molecular structure, C2H8Si at a distorted geometry. Source: the Open Molecules 2025 dataset; level of theory: ωB97M-V with the def2-TZVPD basis set.

```
11
Properties=species:S:1:pos:R:3:forces:R:3:nbo_charge:R:1
C -0.155 1.327 -0.045 -1.6163 2.5258 0.2284 -0.656
C 0.316 0.072 -0.679 -4.3633 -0.8677 -2.3857 -0.781
Si -0.107 -1.393 0.491 2.4723 0.8228 -0.2979 0.884
H -0.288 2.264 -0.593 -0.0741 -0.4440 -1.0772 0.215
H -1.041 1.303 0.554 -1.3559 -0.7050 -0.1480 0.198
H 0.407 1.779 0.723 2.0958 -0.2981 1.1211 0.217
H 1.325 0.203 -0.763 2.7763 -0.3985 -0.7803 0.222
H -0.227 -0.121 -1.917 1.7488 0.6157 3.9956 0.211
H 1.295 -1.785 0.912 -0.6126 -0.1509 0.1805 -0.174
H -0.594 -2.365 -0.382 -0.8428 -1.5569 -0.8078 -0.182
H -0.932 -1.284 1.699 -0.2280 0.4568 -0.0287 -0.154
```
Positions in Å, forces in eV/Å.

Output
HOMO-LUMO gap, eV: 11.356
Relative energy (zero: lowest compared OMol25 entry of this formula, charge and spin), kcal/mol: 39.1
Highest occupied orbital energy, eV: -10.29
LUMO level, eV: 1.064
Strongest force on any atom, eV/A: 5.05

=====

A single C2H8Si molecule at a distorted geometry. Source: the Open Molecules 2025 dataset; level of theory: ωB97M-V with the def2-TZVPD basis set.

```
11
Properties=species:S:1:pos:R:3:forces:R:3:nbo_charge:R:1
C -1.365 0.431 0.101 -0.1181 0.0143 0.0296 -0.604
C -0.139 0.004 -0.688 -0.0475 -2.5327 -0.8789 -0.827
Si 1.402 -0.359 0.386 -0.6098 0.2247 -0.6554 0.876
H -1.668 -0.351 0.796 -0.0680 0.0343 0.0911 0.204
H -1.151 1.329 0.680 -0.0744 0.0624 0.0806 0.203
H -2.210 0.646 -0.555 -0.0025 -0.0147 0.0432 0.207
H 0.076 0.726 -1.473 0.1511 0.0035 -0.0613 0.231
H -0.372 -1.036 -1.240 0.4647 2.2774 1.0241 0.224
H 2.559 0.388 -0.118 0.2468 0.1303 -0.0202 -0.170
H 1.716 -1.786 0.332 0.1051 -0.3242 0.0329 -0.171
H 1.151 0.007 1.780 -0.0473 0.1247 0.3142 -0.173
```
Positions in Å, forces in eV/Å.

Output
HOMO-LUMO gap, eV: 11.769
Relative energy (zero: lowest compared OMol25 entry of this formula, charge and spin), kcal/mol: 3.4
Highest occupied orbital energy, eV: -10.62
LUMO level, eV: 1.152
Structure (SMILES): CC[SiH3]
Strongest force on any atom, eV/A: 2.68

=====

2 unconnected molecules or ions with the total composition C2H9ClSi3 at a distorted geometry. Source: the Open Molecules 2025 dataset; level of theory: ωB97M-V with the def2-TZVPD basis set.

```
15
Properties=species:S:1:pos:R:3:forces:R:3:nbo_charge:R:1
C -1.335 0.618 -0.312 -1.0564 2.4681 -1.3625 -1.359
C 0.447 -1.645 0.009 0.6948 -0.9934 -0.7484 -1.414
Si -1.219 -1.036 0.563 1.0940 1.9204 0.7498 1.178
Si 0.150 1.738 0.175 -0.6288 -0.2127 0.9430 0.671
Si 1.571 -0.092 -0.304 1.3428 0.4734 -0.7926 0.958
Cl 3.489 -0.429 0.521 -0.9692 0.0835 -0.2295 -0.388
H -1.155 0.686 -1.438 -0.3541 -0.9441 1.0518 0.273
H -2.299 1.250 -0.210 1.3333 -1.1866 0.1694 0.285
H 0.950 -2.334 0.691 0.2500 0.5639 0.7055 0.294
H 0.290 -2.442 -0.756 0.0546 1.1215 -0.4260 0.298
H -1.384 -0.879 2.032 0.8035 0.6386 0.1557 -0.177
H -2.306 -1.871 0.593 -1.9114 -1.8280 -1.1814 -0.173
H 0.500 2.876 -0.667 -0.0248 -0.0169 -0.6052 -0.130
H -0.181 2.470 1.460 0.4378 -0.7320 -0.0933 -0.132
H 2.479 1.089 -2.357 -1.0662 -1.3557 1.6638 -0.184
```
Positions in Å, forces in eV/Å.

Output
HOMO-LUMO gap (alpha / beta), eV: 7.964 / 7.426
Relative energy (zero: lowest compared OMol25 entry of this formula, charge and spin), kcal/mol: 33.1
Highest occupied orbital energy (alpha / beta), eV: -9.05 / -8.34
LUMO level (alpha / beta), eV: -1.083 / -0.916
Strongest force on any atom, eV/A: 3.01

=====

2 unconnected molecules or ions with the total composition C2H9N at a distorted geometry. Source: the Open Molecules 2025 dataset; level of theory: ωB97M-V with the def2-TZVPD basis set.

```
12
Properties=species:S:1:pos:R:3:forces:R:3:nbo_charge:R:1
C -2.665 -0.030 -0.006 0.6593 1.1576 -0.3731 -0.855
C 1.277 0.079 0.123 0.7810 -0.6099 -0.3900 -0.422
H -3.291 0.166 0.820 -0.2454 0.5299 1.4426 0.212
H -1.603 0.011 0.207 0.0448 -0.0362 0.5286 0.211
H -2.843 0.807 -0.701 -0.2429 -0.9766 -0.3455 0.216
H -2.922 -1.034 -0.240 -0.2248 -0.6737 -1.2460 0.216
H 1.073 -0.566 0.993 -0.7708 0.5389 -0.2834 0.199
H 1.026 1.151 0.328 0.0881 -1.0959 -0.1480 0.203
H 0.682 -0.327 -0.768 0.9242 0.7434 0.9972 0.176
H 3.170 -0.875 -0.416 -1.1895 0.1382 0.6573 0.356
H 3.331 0.676 -0.417 -1.4826 -0.2901 0.7235 0.353
N 2.766 -0.058 0.077 1.6587 0.5743 -1.5631 -0.865
```
Positions in Å, forces in eV/Å.

Output
HOMO-LUMO gap, eV: 10.207
Relative energy (zero: lowest compared OMol25 entry of this formula, charge and spin), kcal/mol: 20.8
Highest occupied orbital energy, eV: -9.17
LUMO level, eV: 1.040
Structure (SMILES): CN.C
Strongest force on any atom, eV/A: 2.35

=====

2 unconnected molecules or ions with the total composition C2H9N at a distorted geometry. Source: the Open Molecules 2025 dataset; level of theory: ωB97M-V with the def2-TZVPD basis set.

```
12
Properties=species:S:1:pos:R:3:forces:R:3:nbo_charge:R:1
N -2.885 0.924 -1.402 -0.2667 -0.3027 -0.9603 -1.049
H -3.563 1.320 -2.062 0.0280 0.1424 0.4671 0.350
H -3.377 0.132 -0.993 -0.0034 0.0920 0.1666 0.351
H -2.242 0.481 -2.060 0.2503 0.0633 0.3311 0.349
C 1.791 0.219 1.214 -1.0723 -0.0055 0.4886 -0.611
C 1.271 -0.982 0.369 -0.1711 1.6530 0.3285 -0.614
H 1.793 -0.058 2.277 0.5221 -0.3508 -0.2008 0.200
H 2.772 0.581 0.923 0.0950 -0.0596 -0.0304 0.203
H 1.101 1.077 1.291 0.1563 -0.2140 -0.8016 0.206
H 1.966 -1.798 0.530 -0.4986 -0.4844 -0.1043 0.207
H 1.158 -0.764 -0.687 0.7406 0.2248 -0.3762 0.201
H 0.216 -1.134 0.599 0.2198 -0.7585 0.6916 0.208
```
Positions in Å, forces in eV/Å.

Output
HOMO-LUMO gap, eV: 11.558
Relative energy (zero: lowest compared OMol25 entry of this formula, charge and spin), kcal/mol: 6.1
Highest occupied orbital energy, eV: -10.54
LUMO level, eV: 1.018
Structure (SMILES): CC.N
Strongest force on any atom, eV/A: 1.69

=====

2 unconnected molecules or ions with the total composition C2H9N2 at a distorted geometry. Source: the Open Molecules 2025 dataset; level of theory: ωB97M-V with the def2-TZVPD basis set.

```
13
Properties=species:S:1:pos:R:3:forces:R:3:nbo_charge:R:1
C -2.221 1.768 2.006 -0.2778 -0.6649 -0.9307 -0.836
H -2.577 2.263 1.107 0.1391 0.2916 -0.0541 0.220
H -1.641 0.898 1.663 0.0816 0.2150 0.2465 0.155
H -1.634 2.438 2.614 -0.0033 0.0178 0.2350 0.228
H -3.113 1.371 2.479 0.0747 0.1099 0.4876 0.234
N 1.166 -1.057 -1.871 -0.7276 0.3654 1.0167 -0.709
C 0.432 -0.745 -0.820 0.3391 -0.5453 -0.2326 0.413
N 0.939 -0.349 0.316 -0.3990 0.4158 0.4841 -0.702
H 2.116 -1.340 -1.681 0.2562 0.2847 -0.7270 0.438
H 0.688 -1.188 -2.748 0.4064 -0.3929 -0.1722 0.446
H -0.637 -0.924 -0.856 -0.0774 0.2528 -0.1295 0.231
H 0.311 -0.277 1.105 0.0118 0.1357 -0.0072 0.440
H 1.809 0.160 0.420 0.1762 -0.4857 -0.2165 0.441
```
Positions in Å, forces in eV/Å.

Output
HOMO-LUMO gap, eV: 11.874
Relative energy (zero: lowest compared OMol25 entry of this formula, charge and spin), kcal/mol: 9.0
Highest occupied orbital energy, eV: -16.28
LUMO level, eV: -4.408
Strongest force on any atom, eV/A: 1.30
Charge: +1

=====

2 unconnected molecules or ions with the total composition C2H9N2 at a distorted geometry. Source: the Open Molecules 2025 dataset; level of theory: ωB97M-V with the def2-TZVPD basis set.

```
13
Properties=species:S:1:pos:R:3:forces:R:3:nbo_charge:R:1
C -1.001 1.858 -0.572 0.9391 -0.5835 -1.6909 -0.851
H -1.605 1.244 0.058 -0.4721 -0.1411 0.5236 0.200
H -0.024 2.075 -0.161 0.1604 -0.0604 0.3465 0.217
H -1.468 2.797 -0.782 -0.4624 0.3720 -0.1107 0.259
H -0.842 1.323 -1.557 -0.3714 0.6722 0.8329 0.187
N 0.882 -0.727 -0.689 -0.5435 0.3989 0.9247 -0.711
C 0.293 -0.909 0.486 1.8082 -1.2674 -1.9356 0.406
N 0.678 -1.751 1.393 0.2130 -0.7630 0.8978 -0.698
H 1.774 -1.131 -0.977 -0.5211 0.1426 0.1691 0.438
H 0.384 -0.076 -1.289 0.6049 -0.1010 -0.1040 0.444
H -0.607 -0.414 0.648 -1.3802 0.8445 0.1940 0.228
H -0.016 -1.996 2.105 0.7894 0.1567 -0.0906 0.445
H 1.551 -2.292 1.337 -0.7643 0.3297 0.0434 0.437
```
Positions in Å, forces in eV/Å.

Output
HOMO-LUMO gap, eV: 12.442
Relative energy (zero: lowest compared OMol25 entry of this formula, charge and spin), kcal/mol: 5.8
Highest occupied orbital energy, eV: -16.34
LUMO level, eV: -3.898
Strongest force on any atom, eV/A: 2.94
Charge: +1

=====

A single C2H9N2O molecule at a distorted geometry. Source: the Open Molecules 2025 dataset; level of theory: ωB97M-V with the def2-TZVPD basis set.

```
14
Properties=species:S:1:pos:R:3:forces:R:3:lowdin_spin:R:1
C 0.072 0.507 0.977 1.7156 0.3073 0.5658 0.124
N 1.272 1.052 0.027 -0.1143 0.0648 2.1696 0.229
H 0.278 -0.526 1.337 1.0784 1.3808 0.2250 0.013
H 0.104 1.307 1.765 -0.9706 -0.9600 -0.7433 0.039
H 0.956 1.030 -0.900 -0.6786 -0.3981 -2.3025 0.112
H 1.479 2.075 0.138 0.0996 0.2498 0.5444 0.170
N -0.999 0.301 0.125 -1.6485 1.1727 0.5662 0.026
C -0.889 -0.840 -0.661 -0.8095 -1.1469 -2.1804 0.066
O -0.350 -1.937 0.104 -1.1041 0.8654 -0.0149 0.027
H -1.891 0.779 0.179 0.5754 -0.1158 0.1747 0.005
H 2.164 0.554 0.049 0.5572 -0.4181 0.1720 0.139
H -0.103 -0.664 -1.505 -1.3935 -0.3462 0.7531 0.042
H -1.972 -1.070 -1.073 2.2407 0.2630 0.4922 0.003
H -0.121 -2.568 -0.561 0.4521 -0.9186 -0.4217 0.006
```
Positions in Å, forces in eV/Å.

Output
HOMO-LUMO gap (alpha / beta), eV: 4.273 / 10.452
Relative energy (zero: lowest compared OMol25 entry of this formula, charge and spin), kcal/mol: 59.5
Highest occupied orbital energy (alpha / beta), eV: -3.42 / -9.90
LUMO level (alpha / beta), eV: 0.849 / 0.557
Strongest force on any atom, eV/A: 2.59
2S+1: 2

=====

2 unconnected molecules or ions with the total composition C2H9N2O at a distorted geometry. Source: the Open Molecules 2025 dataset; level of theory: ωB97M-V with the def2-TZVPD basis set.

```
14
Properties=species:S:1:pos:R:3:forces:R:3:lowdin_spin:R:1
C -1.534 1.947 -0.056 -1.9180 0.1605 2.9526 0.140
O -0.827 1.732 -1.106 1.9656 -0.1535 -2.1100 0.748
H -1.260 1.468 0.891 0.3835 -0.8215 -0.0255 0.007
H -1.533 2.970 0.355 0.0475 0.7105 -0.8431 0.073
H -2.585 1.749 -0.271 -0.5593 0.1455 0.0590 0.034
N 1.471 -0.373 -0.368 4.3634 2.5554 5.5218 -0.001
C 0.724 -1.195 0.671 1.2945 -0.8189 -5.5238 0.000
N 0.478 -2.287 -0.350 -6.0952 -0.8005 2.2578 0.000
H 2.219 0.149 0.391 -2.0945 -0.9140 -3.1283 0.000
H 0.822 0.344 -0.556 -0.6014 1.5126 -0.8655 -0.001
H 1.496 -1.667 1.273 -0.7471 0.7564 1.3557 0.000
H -0.159 -0.539 0.915 0.8083 -1.7673 0.9309 0.000
H -0.500 -2.043 -0.758 2.5572 -1.0040 0.3168 0.000
H 1.188 -2.256 -1.030 0.5957 0.4390 -0.8983 0.000
```
Positions in Å, forces in eV/Å.

Output
HOMO-LUMO gap (alpha / beta), eV: 9.077 / 6.228
Relative energy (zero: lowest compared OMol25 entry of this formula, charge and spin), kcal/mol: 71.3
Highest occupied orbital energy (alpha / beta), eV: -8.36 / -8.35
LUMO level (alpha / beta), eV: 0.720 / -2.126
Strongest force on any atom, eV/A: 7.49
2S+1: 2